# 1
Formula: C3H2Br2NO2
Source: the OMol25 dataset
Level of theory: ωB97M-V/def2-TZVPD

Its LUMO energy is 2.9926 eV. The relative energy (zero: lowest compared OMol25 entry of this formula, charge and spin) comes out at 57.4 kJ/mol. The net charge is -1.

Structure (XYZ):
```
10
Properties=species:S:1:pos:R:3:forces:R:3
Br -2.296 -0.783 0.895 0.16 -0.06 -0.07
H -0.026 -1.803 0.648 -0.51 0.51 -0.87
H -0.870 0.918 -1.762 -2.17 -1.32 -1.63
C 1.375 0.894 0.969 -3.50 0.09 -1.61
O 2.484 0.786 0.546 2.80 -0.16 0.12
N -0.152 1.209 -1.200 1.91 2.95 -0.03
Br -0.934 -1.893 -1.766 0.12 -0.10 0.29
C -0.599 -1.106 -0.013 1.35 1.58 0.46
C 0.281 0.564 -0.278 -0.66 -3.43 2.58
O 0.737 1.215 1.962 0.50 -0.06 0.76
```
Positions in Å, forces in eV/Å.

***

# 2
Formula: C3H2Br2P2
Source: the OMol25 dataset
Level of theory: ωB97M-V/def2-TZVPD

Its LUMO energy (spin up / spin down) is -2.5804 / -2.5810 eV. The relative energy (zero: lowest compared OMol25 entry of this formula, charge and spin) comes out at 580.4 kJ/mol. The net charge is 0.

Structure (XYZ):
```
9
Properties=species:S:1:pos:R:3:forces:R:3
Br -3.692 -1.695 0.301 1.19 0.15 -0.22
C -1.954 1.556 1.110 -0.35 -0.30 -1.84
P -1.172 -1.321 -1.703 1.46 1.36 0.97
H -0.233 -0.042 1.857 -0.89 -0.10 -2.00
H 0.870 0.308 -1.476 -0.73 -0.31 0.60
P -0.982 0.113 0.518 3.17 -0.82 1.39
Br -2.992 2.061 -0.387 0.05 0.10 0.54
C 0.033 -0.228 -0.988 -0.57 0.81 -0.47
C -1.783 -1.322 -0.100 -3.32 -0.89 1.04
```
Positions in Å, forces in eV/Å.

***

# 3
Formula: C3H2Br3F
Source: the OMol25 dataset
Level of theory: ωB97M-V/def2-TZVPD

Its LUMO energy (spin up / spin down) is -0.5462 / -0.6753 eV. The relative energy (zero: lowest compared OMol25 entry of this formula, charge and spin) comes out at 341.3 kJ/mol. The net charge is 0.

Structure (XYZ):
```
9
Properties=species:S:1:pos:R:3:forces:R:3
Br 1.845 1.980 0.488 0.62 0.90 0.13
Br -1.512 1.981 0.511 -0.55 0.28 0.02
F 1.842 -0.468 1.629 -0.57 1.02 -0.95
H -0.960 -1.595 -0.650 3.03 -3.86 -0.23
C -1.427 -0.732 -0.599 -0.96 3.85 1.53
C 1.493 0.188 0.462 -2.13 -1.47 1.24
C -1.016 0.301 0.087 2.87 -0.79 -0.04
Br 2.112 -0.839 -0.953 0.20 -0.26 -0.72
H -2.377 -0.816 -0.973 -2.51 0.33 -0.98
```
Positions in Å, forces in eV/Å.

***

# 4
Formula: C3H2BrCl3
Source: the OMol25 dataset
Level of theory: ωB97M-V/def2-TZVPD

Its LUMO energy is 0.5774 eV. The relative energy (zero: lowest compared OMol25 entry of this formula, charge and spin) comes out at 136.5 kJ/mol. The net charge is 0.

Structure (XYZ):
```
9
Properties=species:S:1:pos:R:3:forces:R:3
C -0.846 -0.851 0.521 3.26 3.72 -0.27
C 0.291 0.627 0.042 -3.88 -2.09 2.71
Cl 0.087 -1.644 1.764 -0.14 -0.06 0.99
C 0.962 0.637 -1.052 0.34 2.44 1.62
Cl -0.858 -1.895 -0.808 -0.84 -0.65 -1.36
H 1.050 -0.207 -1.553 0.20 -3.65 -2.72
Br 0.097 2.004 1.309 0.27 -0.10 -0.28
H 1.563 1.464 -1.282 0.76 1.04 -0.47
Cl -2.346 -0.135 1.059 0.04 -0.65 -0.23
```
Positions in Å, forces in eV/Å.

***

Q: What is the relative energy (zero: lowest compared OMol25 entry of this formula, charge and spin) in the third record?
A: 341.3 kJ/mol